(1)
{"formula": "C4H10FN2O", "method": "wB97M-V/def2-TZVPD", "orbital_gap_ev": 11.2, "energy_ev": -12045.3725, "spin_multiplicity": 1, "total_charge": 1, "e_homo_ev": -14.8, "species": ["C", "C", "C", "C", "N", "N", "O", "F", "H", "H", "H", "H", "H", "H", "H", "H", "H", "H"], "xyz": [[0.8753, 0.3527, 0.2655], [-1.6013, -0.5981, 1.0539], [-1.3230, -0.3755, -1.4925], [-1.1730, 0.1966, -0.1071], [1.3742, 1.3378, 1.0156], [1.5621, -0.3565, -0.6107], [3.0037, -0.3066, -0.6941], [-1.4067, 1.5025, -0.0071], [-1.3474, 0.0125, 1.9184], [-1.0769, -1.5662, 1.1632], [-2.7027, -0.7466, 1.1540], [-1.2020, -1.3939, -1.5261], [-2.3659, -0.0514, -1.6286], [-0.4576, 0.1355, -2.0405], [0.8979, 2.2418, 1.2113], [2.4189, 1.4328, 1.1981], [1.2068, -1.2055, -1.0392], [3.3175, -0.6118, 0.1660]], "mulliken_charge": [0.2754, -1.1416, -1.2244, 0.8884, -0.3643, -0.0826, -0.4097, -0.2854, 0.3721, 0.3084, 0.3751, 0.3517, 0.3909, 0.4069, 0.2697, 0.2414, 0.2736, 0.3545]}

=====

(2)
{"formula": "C8H21N3O10P2V", "method": "wB97M-V/def2-TZVPD", "orbital_gap_ev": [4.5, 4.0], "energy_ev": -77856.4679, "spin_multiplicity": 2, "e_homo_ev": [-5.9, -5.3], "species": ["V", "O", "P", "O", "O", "O", "P", "O", "O", "O", "H", "H", "N", "C", "C", "N", "H", "H", "H", "H", "H", "H", "H", "H", "H", "O", "C", "C", "C", "C", "O", "N", "H", "H", "H", "H", "C", "C", "O", "H", "H", "H", "H", "H", "H"], "xyz": [[-0.0621, 0.0280, -0.1109], [2.4223, -2.5446, -2.0774], [1.5238, -1.7439, -1.0311], [2.1538, -0.4111, -0.7254], [0.0936, -1.5861, -1.5007], [1.5801, -2.7026, 0.2443], [0.5695, -2.5305, 1.5434], [-0.7353, -3.3007, 1.0919], [1.2212, -3.1381, 2.7039], [0.2288, -1.0297, 1.5680], [2.1314, -3.4600, -2.1632], [-1.4218, -2.7195, 0.6994], [4.0365, 2.3642, 1.5965], [2.6145, 2.6984, 1.9966], [1.7626, 1.8157, 1.0896], [0.3499, 1.7282, 1.3424], [4.7399, 2.8366, 2.1614], [4.1845, 2.6005, 0.6130], [4.1696, 1.3504, 1.6708], [2.4723, 3.7686, 1.8563], [2.5119, 2.4430, 3.0498], [2.1604, 0.7978, 1.1608], [1.9072, 2.1104, 0.0453], [-0.1968, 2.5648, 1.1747], [0.1182, 1.2746, 2.2182], [-2.0308, 2.6980, -0.5009], [-2.6648, 1.6749, -0.1943], [-4.1758, 1.6411, -0.0402], [-4.4699, 0.1692, 0.2185], [-3.0883, -0.4749, 0.2406], [-2.8867, -1.6552, 0.4462], [-2.1094, 0.4653, 0.0074], [-4.6408, 2.0420, -0.9402], [-4.4571, 2.2944, 0.7866], [-5.0609, -0.3023, -0.5663], [-4.9709, -0.0277, 1.1653], [-1.2009, 0.7125, -3.4500], [0.1158, 1.3118, -3.0035], [0.1225, 1.6226, -1.6009], [-1.1649, 0.4989, -4.5195], [-2.0251, 1.4077, -3.2719], [-1.3856, -0.2201, -2.9169], [0.3391, 2.2262, -3.5609], [0.9323, 0.6067, -3.1490], [-0.6605, 2.1702, -1.3476]], "mulliken_charge": [1.2263, -0.5431, 0.5271, -0.6032, -0.5436, -0.2774, 0.6069, -0.4394, -0.7762, -0.5170, 0.3317, 0.5563, -0.2791, -0.6085, -0.5129, -0.4519, 0.3656, 0.3581, 0.3540, 0.3657, 0.3867, 0.2972, 0.3827, 0.2887, 0.3030, -0.8336, 0.0550, -0.4757, -0.5700, 0.0957, -0.7486, 0.5314, 0.2856, 0.2383, 0.2673, 0.2821, -1.0309, -0.3899, -0.3413, 0.4093, 0.2645, 0.2118, 0.3742, 0.2832, 0.2937]}

=====

(3)
{"formula": "C14H50N2O13", "method": "wB97M-V/def2-TZVPD", "orbital_gap_ev": 9.1, "energy_ev": -44923.9115, "smiles": "COC[C@H](C)N.COC[C@H](C)N.OCCO.OCCO.OCCO.O.O.O.O.O", "spin_multiplicity": 1, "e_homo_ev": -8.8, "species": ["C", "O", "C", "C", "C", "N", "H", "H", "H", "H", "H", "H", "H", "H", "H", "H", "H", "C", "O", "C", "C", "C", "N", "H", "H", "H", "H", "H", "H", "H", "H", "H", "H", "H", "O", "C", "C", "O", "H", "H", "H", "H", "H", "H", "O", "C", "C", "O", "H", "H", "H", "H", "H", "H", "O", "C", "C", "O", "H", "H", "H", "H", "H", "H", "O", "H", "H", "O", "H", "H", "O", "H", "H", "O", "H", "H", "O", "H", "H"], "xyz": [[-20.2331, -3.9971, -16.2290], [-20.6973, -2.7643, -15.7258], [-20.2991, -2.4046, -14.4503], [-21.0243, -1.0278, -14.1802], [-20.8592, -0.5345, -12.7031], [-22.4150, -1.0400, -14.5668], [-19.4438, -4.4347, -15.5325], [-19.8032, -3.9187, -17.2395], [-21.1291, -4.6614, -16.2793], [-20.6990, -3.1597, -13.7927], [-19.2766, -2.4751, -14.2369], [-20.5639, -0.3645, -14.8913], [-21.1169, 0.5300, -12.7410], [-19.8243, -0.7050, -12.3365], [-21.5283, -1.0993, -12.0957], [-22.6567, -1.2404, -15.5716], [-22.8807, -1.6275, -13.8847], [-22.9768, -1.0433, -9.0919], [-22.4588, -2.2402, -9.7394], [-22.0080, -3.1655, -8.7773], [-21.4470, -4.3605, -9.5512], [-21.1370, -5.5375, -8.6371], [-20.2232, -3.9802, -10.2194], [-23.9017, -1.2080, -8.5394], [-23.1852, -0.3269, -9.9063], [-22.1639, -0.5891, -8.5041], [-21.1770, -2.7023, -8.2205], [-22.7594, -3.3631, -7.9782], [-22.2348, -4.5882, -10.2778], [-21.9863, -5.9788, -8.1116], [-20.3412, -5.2682, -7.9375], [-20.7576, -6.3267, -9.2504], [-20.3874, -3.2013, -10.7979], [-19.7113, -4.6771, -10.7280], [-19.6450, 1.0331, -4.9570], [-18.3088, 0.6504, -5.0471], [-17.4064, 1.0850, -3.9750], [-17.0058, 2.4192, -4.2678], [-19.7426, 1.8966, -5.4058], [-18.2554, -0.4197, -5.2155], [-17.7815, 1.2111, -5.8773], [-16.5382, 0.4056, -3.9123], [-17.8368, 1.0589, -2.9864], [-16.4947, 2.8505, -3.5882], [-18.2528, -2.4060, -8.8027], [-18.2147, -1.3722, -9.8134], [-17.3172, -1.7409, -10.9780], [-15.9086, -1.9354, -10.6430], [-18.9278, -3.0854, -9.0793], [-19.1869, -1.0264, -10.1675], [-17.7485, -0.4918, -9.3480], [-17.3908, -1.0194, -11.8266], [-17.6415, -2.6290, -11.5783], [-15.6556, -1.2589, -10.0383], [-14.8104, -7.0194, -10.9383], [-15.4938, -6.9090, -9.6934], [-15.5486, -5.4058, -9.3418], [-16.1762, -4.8067, -10.4630], [-15.0805, -6.2646, -11.5034], [-16.4356, -7.3828, -9.8581], [-14.9361, -7.3920, -8.9256], [-14.5398, -5.0390, -9.1666], [-16.1407, -5.2259, -8.4573], [-16.0826, -3.8311, -10.3342], [-14.6174, 2.2403, -6.0247], [-15.4877, 2.3124, -5.5272], [-13.9975, 2.0366, -5.3206], [-15.3587, 0.7793, -8.5364], [-15.1352, 1.2574, -7.7459], [-14.7540, 1.0108, -9.2525], [-16.1833, -1.5623, -6.7616], [-15.5621, -1.1157, -7.3362], [-16.8294, -1.9585, -7.3469], [-18.4091, 1.5441, -11.0354], [-17.9871, 1.7065, -10.1328], [-18.6472, 2.3817, -11.3896], [-13.3778, 0.3930, -10.9399], [-14.0481, 0.0415, -11.5652], [-12.5463, 0.0024, -11.2876]], "mulliken_charge": [-0.6990, -0.3380, -0.8516, 0.1072, -0.3576, -0.6286, 0.2790, 0.2326, 0.2444, 0.2919, 0.6485, 0.3186, 0.3367, -0.1276, 0.0035, 0.2871, 0.2254, -0.8353, -0.2530, -0.5521, 0.4643, -1.5623, -0.3966, 0.3403, 0.2412, 0.3429, 0.1449, 0.4724, 0.2962, 0.4141, 0.2826, 0.4216, 0.0044, 0.1783, -0.5973, -0.1410, -0.3763, -0.6262, 0.3541, 0.2657, 0.1727, 0.2769, 0.3501, 0.2923, -0.3568, 0.3354, -0.1893, -0.6465, 0.1353, 0.1740, -0.1467, 0.3203, 0.2555, 0.1968, -0.5626, -0.4974, -0.2914, -0.5678, 0.3447, 0.2683, 0.3431, 0.2759, 0.3251, 0.3505, -0.7153, 0.3868, 0.2981, -0.4789, 0.2528, 0.2911, -0.6573, 0.2782, 0.3419, -0.5533, 0.2842, 0.2730, -0.6427, 0.3191, 0.3082]}

=====

- Number 1 is which compound?
  C4H10FN2O